No. 1
The following is a DFT calculation (ωB97M-V with the def2-TZVPD basis set) of a molecular structure, C29H50BrCl3GeN7NaO5S3Si in a non-equilibrium geometry.

Geometry as XYZ:
```
101
Properties=species:S:1:pos:R:3:lowdin_spin:R:1
Na -1.19295 1.15475 1.02952 0.01
N -0.54797 -2.58602 1.74212 0.15
C -0.73088 -3.76437 0.87561 0.01
C -1.66162 -3.39176 -0.29553 0.00
N -2.57764 -2.33239 0.11835 0.05
C -3.88163 -2.25011 -0.52200 0.00
C -4.80033 -1.44774 0.37780 0.00
N -4.11626 -0.21069 0.73027 0.02
H 0.11184 -2.72978 2.50239 0.00
H -0.23061 -1.75668 1.22864 0.00
H 0.21952 -4.14848 0.50315 0.01
H -1.18980 -4.52961 1.49315 0.00
H -1.06379 -3.06242 -1.14849 0.00
H -2.22018 -4.27977 -0.59365 0.00
H -2.10044 -1.44755 -0.02347 0.00
H -3.83303 -1.77409 -1.51262 0.00
H -4.27712 -3.25722 -0.66741 0.00
H -5.76971 -1.30605 -0.11534 0.00
H -4.97083 -2.01852 1.29439 0.00
H -4.00111 0.41698 -0.05975 0.00
H -4.55604 0.28714 1.49285 0.00
N -1.98877 1.60464 4.56086 0.00
C -2.75328 2.32803 3.69349 0.00
N -2.70935 2.19091 2.39641 0.00
C -3.49850 3.12932 1.76663 0.00
C -4.16218 3.98168 2.58277 0.00
S -3.79407 3.61214 4.22904 0.00
C -3.55843 3.10893 0.29564 0.00
C -4.22849 3.98758 -0.48397 0.00
S -4.03843 3.56139 -2.14841 0.00
C -3.06282 2.20419 -1.67443 0.00
N -2.88262 2.10093 -0.37837 0.00
N -2.59086 1.30432 -2.57479 0.00
H -1.45902 0.85991 4.11089 0.00
H -2.42110 1.33369 5.42699 0.00
H -4.85292 4.76937 2.32164 0.00
H -4.81013 4.84661 -0.18420 0.00
H -2.55067 1.58725 -3.53925 0.00
H -1.81047 0.71731 -2.24578 0.00
Br 5.34173 0.89033 6.58109 0.00
C 3.87746 0.95039 5.36735 0.00
C 3.75496 2.03263 4.51132 0.00
C 2.68516 2.06649 3.62647 0.00
C 1.75428 1.03472 3.60135 0.00
C 1.89643 -0.03788 4.47324 0.00
C 2.96151 -0.08819 5.36345 0.00
C 0.60605 1.07671 2.60930 0.00
O 0.54891 2.04860 1.82709 0.00
O -0.21824 0.10549 2.64123 0.02
H 4.48459 2.83102 4.53613 0.00
H 2.55988 2.88892 2.93228 0.00
H 1.15330 -0.82705 4.45369 0.00
H 3.07680 -0.92100 6.04426 0.00
C 0.74643 3.22310 -1.81884 0.00
C 2.11511 2.57945 -2.01408 0.00
C 2.81151 2.40416 -0.66793 0.00
C 2.96896 3.43219 -2.94234 0.00
O 1.95322 1.32361 -2.69447 0.00
Si 1.64969 -0.19411 -2.12406 0.00
S -0.11802 -0.37733 -1.07422 0.00
O 2.99245 -0.61006 -1.26706 0.00
C 3.25528 -1.71964 -0.39544 0.00
C 2.55493 -2.98663 -0.88524 0.00
C 2.79502 -1.35455 1.01275 0.00
C 4.76420 -1.91791 -0.42469 0.00
O 1.72933 -1.14525 -3.47740 0.00
C 0.82436 -1.33124 -4.57312 0.00
C -0.24392 -2.35012 -4.18166 0.00
C 1.66692 -1.87020 -5.71919 0.00
C 0.17389 -0.01054 -4.98417 0.00
H 0.84395 4.21701 -1.37075 0.00
H 0.13765 2.60285 -1.16130 0.00
H 0.23917 3.32107 -2.78371 0.00
H 3.01905 3.38537 -0.22921 0.00
H 3.75267 1.86671 -0.79784 0.00
H 2.18332 1.85149 0.03612 0.00
H 3.10189 4.43819 -2.53334 0.00
H 2.49090 3.51038 -3.92229 0.00
H 3.95111 2.97188 -3.07308 0.00
H 1.46871 -2.85510 -0.85833 0.00
H 2.82487 -3.83457 -0.24757 0.00
H 2.84741 -3.20828 -1.91405 0.00
H 1.72401 -1.13925 1.01065 0.00
H 3.31996 -0.46077 1.36083 0.00
H 2.99481 -2.16888 1.71786 0.00
H 5.09153 -2.15342 -1.44023 0.00
H 5.06187 -2.73268 0.24220 0.00
H 5.26404 -1.00170 -0.10253 0.00
H 0.23293 -3.28216 -3.86331 0.00
H -0.90286 -2.56598 -5.03079 0.00
H -0.83913 -1.96699 -3.35412 0.00
H 2.14169 -2.80754 -5.41967 0.00
H 2.45042 -1.15207 -5.97251 0.00
H 1.05253 -2.05367 -6.60503 0.00
H -0.42256 0.38623 -4.15882 0.00
H -0.47943 -0.16208 -5.84932 0.00
H 0.93773 0.72907 -5.23229 0.00
Cl -3.31765 -4.13401 2.87588 0.07
Ge -2.42566 -2.11024 2.93084 0.35
Cl -1.12836 -2.38095 4.76487 0.08
Cl -4.17607 -1.04988 4.03863 0.23
```

The spin multiplicity is 2. The charge is -1. The calculation puts the LUMO energy (alpha / beta) at 1.789 / 1.221 eV. As for the electronic energy: -260494.2582 eV.



No. 2
The following is a DFT calculation (ωB97M-V with the def2-TZVPD basis set) of a molecular structure, C29H50BrCoNOP2 in a non-equilibrium geometry.

Geometry as XYZ:
```
85
Properties=species:S:1:pos:R:3:lowdin_spin:R:1
N -0.15261 5.75494 -2.75585 0.00
C 0.05035 5.44440 -1.47136 0.00
C 0.75457 4.29296 -1.10053 0.00
C 1.26481 3.42306 -2.10223 0.00
C 1.02666 3.78169 -3.45497 0.00
C 0.28703 4.95763 -3.70770 0.00
C 1.88358 2.17422 -1.73547 0.00
Co 0.10341 -2.45690 -0.96563 2.49
P 0.05728 -3.02967 1.20062 0.14
C 2.36745 1.25088 -2.59913 0.00
C 2.66272 -0.10730 -2.10579 0.01
C 2.33285 -1.21012 -2.89945 0.00
C 2.54458 -2.51347 -2.45045 0.00
C 3.05991 -2.68189 -1.15912 0.00
C 3.50124 -1.59979 -0.39285 0.01
C 3.23510 -0.30400 -0.84527 0.01
Br 3.65120 -4.45021 -0.56682 0.00
H 1.90863 1.99277 -0.64965 0.00
H 2.43273 1.41710 -3.66280 0.00
H 0.92610 4.07086 -0.05334 0.00
H 1.40913 3.19168 -4.28929 0.00
H -0.31507 6.12453 -0.71456 0.00
H 0.09544 5.24633 -4.74975 0.00
H 1.89980 -1.04282 -3.88001 0.00
H 3.49272 0.52947 -0.19909 0.00
H 2.33832 -3.38994 -3.04330 0.00
H 4.00529 -1.75623 0.55850 0.00
P -1.51331 -0.93152 -1.15676 0.09
C 1.38661 -2.22931 2.13501 0.03
C 2.25999 -3.23931 2.84844 0.01
H 0.96640 -1.47575 2.81548 0.00
H 1.95684 -1.64506 1.40223 0.00
H 2.98970 -2.69763 3.46741 0.00
H 1.67625 -3.91079 3.49199 0.00
H 2.81372 -3.83717 2.11478 0.00
C 0.52941 -4.61384 0.36076 0.04
C 0.02260 -5.92669 0.99507 0.01
H 1.64066 -4.75473 0.32725 0.00
H 0.19056 -4.40840 -0.70464 0.01
H 0.29184 -6.79397 0.36296 0.00
H 0.56373 -6.02952 1.95769 0.00
H -1.06933 -5.95882 1.16414 0.00
C -1.35223 -3.18484 2.32699 0.02
C -1.04068 -4.03908 3.54982 0.01
H -2.23317 -3.54870 1.77868 0.00
H -1.57109 -2.14386 2.61855 0.00
H -1.98111 -4.17932 4.10247 0.00
H -0.66513 -5.02970 3.26662 0.00
H -0.31365 -3.54731 4.20460 0.00
C -3.02774 -0.39189 -0.24749 0.01
C -3.71141 -1.43064 0.62566 0.00
H -3.71347 -0.10537 -1.06664 0.00
H -2.76381 0.50128 0.35028 0.00
H -4.76409 -1.12477 0.70268 0.00
H -3.68922 -2.45414 0.22322 0.00
H -3.28577 -1.44203 1.63850 0.00
C -2.27992 -2.19155 -2.28862 0.00
C -1.17806 -2.68170 -3.21991 0.02
H -3.05637 -1.61757 -2.79508 0.00
H -2.74252 -3.02596 -1.73810 0.00
H -1.55469 -3.59029 -3.70267 0.00
H -0.94836 -1.95892 -4.00579 0.00
H -0.20175 -2.93408 -2.71717 0.01
C -1.38696 0.47307 -2.36679 0.03
C -1.89047 1.83268 -1.92108 0.00
H -1.98172 0.15236 -3.23313 0.00
H -0.33552 0.53260 -2.66744 0.00
H -1.83776 2.52364 -2.77169 0.00
H -2.93668 1.83037 -1.58782 0.00
H -1.29832 2.26279 -1.10319 0.00
C -0.98306 0.60685 3.91539 0.00
C -0.87386 1.32050 2.58912 0.00
O 0.39244 1.18991 1.94202 0.00
C 1.52116 1.68198 2.69738 0.00
C 1.38429 3.11926 3.18623 0.00
H -0.70659 -0.45097 3.85873 0.00
H -2.01965 0.68213 4.24878 0.00
H -0.36204 1.09353 4.67562 0.00
H -1.60025 0.93691 1.85855 0.00
H -1.03633 2.39715 2.72886 0.00
H 1.68873 1.02163 3.57164 0.00
H 2.38254 1.58867 2.00803 0.00
H 0.67295 3.19346 4.02956 0.00
H 2.37140 3.43160 3.55177 0.00
H 1.07470 3.81619 2.39001 0.00
```

The spin multiplicity is 4. The charge is +2. The calculation puts the LUMO energy (alpha / beta) at -5.857 / -7.367 eV. As for the electronic energy: -160651.6831 eV.



Which formula does entry 2 have? C29H50BrCoNOP2